Entry A
An isolated ion of composition C3H8NO2 and charge +1. Source: OMol25; level of theory: ωB97M-V/def2-TZVPD.

Properties
LUMO level (alpha / beta) ... -3.435 / -10.090 eV
HOMO-LUMO gap (alpha / beta) ... 7.26 / 5.94 eV
Charge ... +1
HOMO (alpha / beta) ... -10.70 / -16.03 eV
2S+1 ... 3
⟨S²⟩ ... 2.01

```
14
C3H8NO2 | OMol25 | ωB97M-V/def2-TZVPD
C -0.644 -0.604 -0.185
C 0.260 1.407 0.947
C 0.468 0.451 -0.035
N 1.311 0.282 -0.977
O -0.338 -1.616 -1.041
O -1.258 -1.224 0.982
H -1.568 -0.062 -0.657
H 0.806 1.259 1.958
H 0.469 2.383 0.557
H -0.847 1.231 1.251
H 2.014 0.916 -1.314
H 1.226 -0.430 -1.665
H -1.198 -2.011 -1.164
H -0.700 -1.983 1.345
```

=====

Entry B
An isolated ion of composition C3H8NO2 and charge +1. Source: OMol25; level of theory: ωB97M-V/def2-TZVPD.

Properties
LUMO level (alpha / beta) ... -2.761 / -8.900 eV
HOMO-LUMO gap (alpha / beta) ... 5.63 / 7.24 eV
Charge ... +1
HOMO (alpha / beta) ... -8.39 / -16.14 eV
2S+1 ... 3
⟨S²⟩ ... 2.00

```
14
C3H8NO2 | OMol25 | ωB97M-V/def2-TZVPD
C 0.870 -0.244 -0.448
C -0.494 -0.025 0.276
C -1.887 0.030 -0.379
N 2.280 0.201 0.346
O -1.163 1.147 0.168
O -2.821 -0.569 0.357
H 1.098 -1.351 -0.593
H 0.713 0.481 -1.185
H -0.425 -0.391 1.230
H -2.049 -0.119 -1.379
H 2.488 1.198 0.090
H 2.041 0.068 1.310
H 3.003 -0.341 -0.118
H -3.654 -0.085 0.327
```

=====

The winner here is entry A, beating the second structure by 287.4 kJ/mol.